No. 1
Computed, not measured: an isolated molecule of C2H4O2S, with the ωB97M-V functional and the def2-TZVPD basis.

```
9
C2H4O2S the ωB97M-V functional and the def2-TZVPD basis
S 1.72 -0.30 0.08
O -2.20 -0.07 0.12
O 0.04 1.41 -0.06
C 0.13 0.12 -0.16
C -1.05 -0.96 -0.14
H -1.26 -1.29 -1.15
H -0.73 -1.70 0.54
H -1.92 0.48 1.13
H -0.87 1.63 -0.38
```

Computed properties:
Relative energy (zero: lowest compared OMol25 entry of this formula, charge and spin), kcal/mol: 62.3
Gap between HOMO and LUMO, eV: 8.64

Listed below, in e, are the natural (NBO) charges computed for each atom:
1 S -0.13
2 O -0.72
3 O -0.63
4 C 0.22
5 C -0.13
6 H 0.22
7 H 0.22
8 H 0.46
9 H 0.49

No. 2
Computed, not measured: the ion C5H8N3O2 with charge -1, with the ωB97M-V functional and the def2-TZVPD basis.

```
18
C5H8N3O2 the ωB97M-V functional and the def2-TZVPD basis
O 3.34 2.00 -0.30
O 1.10 -2.11 0.36
N 0.03 1.25 0.94
N 0.11 -0.13 0.42
N 3.61 -1.29 0.31
C -1.20 -0.81 0.17
C 2.93 0.92 -0.08
C 1.17 -0.87 0.27
C 2.55 -0.34 0.03
C -0.71 2.00 0.12
H -2.00 -0.02 0.49
H 3.95 -1.17 1.27
H 3.04 -2.18 0.42
H -1.76 2.19 0.56
H -1.14 -1.72 0.86
H -1.06 1.71 -0.88
H -1.27 -1.37 -0.88
H -0.26 2.98 0.05
```

Computed properties:
Relative energy (zero: lowest compared OMol25 entry of this formula, charge and spin), kcal/mol: 46.8
Net charge: -1
Gap between HOMO and LUMO, eV: 6.04

Listed below, in e, are the natural (NBO) charges computed for each atom:
1 O -0.49
2 O -0.74
3 N -0.61
4 N -0.28
5 N -0.83
6 C -0.46
7 C 0.74
8 C 0.60
9 C -0.26
10 C -0.42
11 H 0.22
12 H 0.34
13 H 0.40
14 H 0.08
15 H 0.21
16 H 0.15
17 H 0.19
18 H 0.17

No. 3
Computed, not measured: a structure of composition C24H26N2RuS2Te, with the ωB97M-V functional and the def2-TZVPD basis.

```
56
C24H26N2RuS2Te the ωB97M-V functional and the def2-TZVPD basis
Te -1.34 1.71 -0.60
Ru 0.43 -0.13 0.26
S 2.43 -0.48 1.16
S -0.71 -0.52 2.18
N 0.02 -2.20 -0.12
N 1.63 -0.46 -1.74
C -4.79 4.78 2.04
C -0.47 -4.30 3.53
C -1.30 -2.24 -0.81
C 4.89 -0.18 0.04
C 1.34 -1.84 -2.16
C 1.10 -2.73 -0.97
C -0.47 -2.25 2.27
C 5.77 0.03 -1.00
C -1.86 3.77 -0.91
C -0.66 -2.93 3.47
C 3.06 -0.29 -1.51
C -2.90 4.11 0.12
C -0.10 -5.00 2.39
C -4.54 5.65 0.98
C -4.10 3.58 2.13
C 1.14 0.48 -2.78
C -3.16 3.24 1.16
C 5.30 0.08 -2.31
C 3.52 -0.32 -0.21
C -3.59 5.32 0.03
C -0.09 -2.94 1.14
C -2.42 1.93 1.24
C 0.09 -4.32 1.19
C 3.95 -0.09 -2.56
H 0.46 -1.82 -2.80
H -1.71 1.92 2.06
H 2.16 -2.25 -2.75
H 1.99 -2.82 -0.35
H 3.60 -0.07 -3.59
H -0.62 -4.82 4.46
H -1.50 -3.26 -1.15
H 1.45 0.19 -3.78
H -5.52 5.04 2.79
H -1.32 -1.56 -1.66
H -5.08 6.58 0.90
H -2.07 -1.95 -0.10
H 1.53 1.48 -2.57
H 0.06 0.51 -2.76
H -0.94 -2.36 4.35
H -0.96 4.39 -0.83
H -3.08 1.08 1.34
H 6.83 0.17 -0.79
H 0.85 -3.72 -1.36
H 0.37 -4.88 0.31
H -2.25 3.85 -1.92
H -4.29 2.91 2.96
H 0.03 -6.07 2.42
H 5.23 -0.20 1.07
H 5.99 0.24 -3.13
H -3.39 5.99 -0.80
```

Computed properties:
2S+1: 2
Relative energy (zero: lowest compared OMol25 entry of this formula, charge and spin), kcal/mol: 20.0
⟨S²⟩: 0.762
Net charge: +1
Gap between HOMO and LUMO (spin up / spin down), eV: 6.41 / 6.16

Listed below, in e, are the natural (NBO) charges computed for each atom:
1 Te 0.52
2 Ru 0.38
3 S 0.20
4 S -0.01
5 N -0.38
6 N -0.47
7 C -0.19
8 C -0.18
9 C -0.43
10 C -0.19
11 C -0.22
12 C -0.25
13 C -0.23
14 C -0.19
15 C -0.59
16 C -0.19
17 C 0.08
18 C 0.02
19 C -0.20
20 C -0.19
21 C -0.18
22 C -0.41
23 C -0.09
24 C -0.21
25 C -0.22
26 C -0.22
27 C 0.18
28 C -0.61
29 C -0.25
30 C -0.18
31 H 0.21
32 H 0.24
33 H 0.23
34 H 0.24
35 H 0.21
36 H 0.23
37 H 0.22
38 H 0.20
39 H 0.23
40 H 0.21
41 H 0.23
42 H 0.24
43 H 0.23
44 H 0.20
45 H 0.23
46 H 0.24
47 H 0.25
48 H 0.23
49 H 0.22
50 H 0.22
51 H 0.24
52 H 0.22
53 H 0.23
54 H 0.23
55 H 0.23
56 H 0.22